C27H26AsCl3FeNO2PS | ωB97M-V with the def2-TZVPD basis set

```
! wB97M-V def2-TZVPD RIJCOSX def2/J DEFGRID3
* xyz 2 5
Fe 0.271 -0.105 0.320
Cl 2.456 -0.413 1.314
C 2.113 -1.135 2.894
C 3.205 -1.482 3.662
C 2.965 -2.055 4.901
C 1.664 -2.265 5.329
C 0.595 -1.904 4.525
Cl -1.007 -2.196 5.098
C 0.785 -1.318 3.266
S -0.603 -0.899 2.265
H 4.210 -1.304 3.308
H 3.795 -2.337 5.533
H 1.466 -2.711 6.294
Cl 0.446 2.235 0.960
C -1.059 3.145 0.788
C -1.386 3.985 1.826
C -2.547 4.748 1.714
C -3.351 4.655 0.591
C -3.006 3.795 -0.442
C -1.845 3.028 -0.358
P -1.412 1.887 -1.648
C -2.689 1.732 -2.853
C -3.931 1.178 -2.514
C -4.916 1.097 -3.480
C -4.671 1.570 -4.766
C -3.443 2.123 -5.098
C -2.440 2.202 -4.145
C 0.181 2.235 -2.329
C 0.988 1.189 -2.788
C 2.242 1.482 -3.299
C 2.678 2.801 -3.365
C 1.868 3.837 -2.920
C 0.618 3.559 -2.392
H -0.758 4.050 2.703
H -2.814 5.417 2.520
H -4.252 5.248 0.518
H -3.637 3.716 -1.318
H -4.123 0.823 -1.510
H -5.878 0.671 -3.233
H -5.448 1.505 -5.516
H -3.262 2.489 -6.099
H -1.477 2.621 -4.406
H 0.648 0.161 -2.750
H 2.878 0.682 -3.653
H 3.657 3.022 -3.769
H 2.212 4.861 -2.979
H -0.007 4.366 -2.028
C 1.239 -3.966 0.842
As 0.261 -3.202 -0.603
C -1.602 -3.455 -0.302
C 0.776 -4.043 -2.229
O 0.652 -1.558 -0.804
H 1.141 -5.050 0.792
H 0.833 -3.598 1.783
H 2.287 -3.686 0.750
H -1.796 -4.526 -0.239
H -2.165 -3.025 -1.128
H -1.876 -2.969 0.632
H 0.656 -5.121 -2.130
H 1.819 -3.804 -2.430
H 0.151 -3.676 -3.040
O -2.179 -0.115 -0.248
N -1.184 0.340 -0.856
*
```

Calculated values
Energy above the lowest of the compared OMol25 structures with the same formula, charge and spin: 21.65 kcal/mol
LUMO level (alpha / beta): -0.295 / -0.261 hartree
Frontier orbital gap (alpha / beta): 0.1842 / 0.2213 Ha
HOMO energy (alpha / beta): -0.47902 / -0.48228 Eh
Molecular weight: 696.7 g mol⁻¹

=====

C6H12O5 | ωB97M-V with the def2-TZVPD basis set

```
! wB97M-V def2-TZVPD RIJCOSX def2/J DEFGRID3
* xyz 0 1
C -0.940 1.483 1.445
C -0.869 0.752 0.053
O -1.458 -0.489 0.096
C -0.729 -1.582 -0.575
O -0.981 -1.487 -1.959
C 0.806 -1.607 -0.286
O 0.899 -2.207 0.979
C 1.372 -0.167 -0.193
O 1.495 0.188 1.218
C 0.343 0.842 -0.804
O 0.854 2.093 -0.710
H -1.694 1.120 2.120
H -0.906 2.519 1.286
H -0.052 1.346 1.954
H -1.617 1.257 -0.500
H -1.100 -2.531 -0.170
H -1.874 -1.935 -2.087
H 1.351 -2.275 -1.086
H 0.423 -1.574 1.577
H 2.331 -0.062 -0.568
H 2.027 1.001 1.161
H 0.174 0.647 -1.804
H 0.145 2.667 -1.145
*
```

Calculated values
Energy above the lowest of the compared OMol25 structures with the same formula, charge and spin: 47.94 kcal/mol
SMILES: C[C@@H]1O[C@@H](O)[C@H](O)[C@H](O)[C@@H]1O
LUMO level: 0.021 hartree
Frontier orbital gap: 0.3681 Ha
HOMO energy: -0.34720 Eh
Molecular weight: 164.2 g mol⁻¹

=====

C5H17NO2 | ωB97M-V with the def2-TZVPD basis set

```
! wB97M-V def2-TZVPD RIJCOSX def2/J DEFGRID3
* xyz -1 2
C 0.982 -1.980 -1.865
C 0.666 -1.243 -0.557
N 0.030 0.133 -0.724
C 1.752 1.892 0.067
C 0.349 1.031 0.398
C -0.881 1.912 0.816
H 0.139 -2.456 -2.341
H 1.447 -1.415 -2.636
H 1.614 -2.848 -1.620
H 1.511 -1.154 0.104
H -0.188 -1.815 -0.176
H 0.561 0.607 -1.514
H 1.475 2.917 0.014
H 2.218 1.878 -0.964
H 2.593 1.800 0.807
H 0.792 0.772 1.451
H -0.950 1.743 1.929
H -1.848 1.426 0.656
H -0.770 2.945 0.335
H -1.982 -0.956 -2.346
H -2.671 -0.454 -1.166
O -2.586 -1.117 -1.745
H -0.042 -1.397 3.236
H 0.734 -0.150 3.562
O -0.170 -0.389 3.318
*
```

Calculated values
Energy above the lowest of the compared OMol25 structures with the same formula, charge and spin: 75.61 kcal/mol
LUMO level (alpha / beta): 0.127 / 0.125 hartree
Frontier orbital gap (alpha / beta): 0.0961 / 0.3392 Ha
HOMO energy (alpha / beta): 0.03139 / -0.21405 Eh
Molecular weight: 123.2 g mol⁻¹

=====

C3H3N | ωB97M-V with the def2-TZVPD basis set

```
! wB97M-V def2-TZVPD RIJCOSX def2/J DEFGRID3
* xyz 0 1
C -1.021 -0.360 -0.012
C 0.046 0.479 0.001
C 1.404 0.015 -0.019
N 2.561 -0.225 0.006
H -2.045 -0.094 0.049
H -0.817 -1.417 -0.010
H -0.128 1.602 -0.015
*
```

Calculated values
Energy above the lowest of the compared OMol25 structures with the same formula, charge and spin: 4.32 kcal/mol
SMILES: C=CC#N
LUMO level: 0.007 hartree
Frontier orbital gap: 0.3944 Ha
HOMO energy: -0.38697 Eh
Molecular weight: 53.1 g mol⁻¹

=====

C2H7N | ωB97M-V with the def2-TZVPD basis set

```
! wB97M-V def2-TZVPD RIJCOSX def2/J DEFGRID3
* xyz 0 1
C 0.047 0.853 0.930
C 0.375 -0.416 0.159
N -0.295 -0.524 -1.145
H 0.469 1.736 0.439
H -1.020 1.039 1.034
H 0.517 0.827 1.910
H 1.449 -0.432 -0.012
H 0.125 -1.294 0.750
H -1.079 -1.160 -1.084
H -0.681 0.370 -1.424
*
```

Calculated values
Energy above the lowest of the compared OMol25 structures with the same formula, charge and spin: 1.58 kcal/mol
SMILES: CCN
LUMO level: 0.045 hartree
Frontier orbital gap: 0.3840 Ha
HOMO energy: -0.33889 Eh
Molecular weight: 45.1 g mol⁻¹

=====

C14H17BN4O2 | ωB97M-V with the def2-TZVPD basis set

```
! wB97M-V def2-TZVPD RIJCOSX def2/J DEFGRID3
* xyz 0 1
O -2.000 0.239 2.890
O -2.009 -4.056 1.264
B -0.111 0.905 -0.811
C -1.792 -0.545 1.953
C -1.694 -2.886 1.110
C -1.253 -0.100 0.668
C -0.842 -1.074 -0.312
C 3.377 3.542 -1.340
C 3.034 2.903 -0.121
C 2.612 3.349 -2.470
C 1.920 2.111 0.050
C 1.444 2.643 -2.228
C 1.127 1.946 -1.066
N -0.944 1.181 0.323
N -0.052 -0.527 -1.247
N -1.898 -1.974 2.174
N -1.062 -2.437 -0.089
C -1.033 2.295 1.226
C 0.664 -1.186 -2.287
C -2.250 -2.557 3.414
C -0.740 -3.462 -1.025
H 4.285 4.161 -1.479
H 3.641 3.089 0.799
H 2.901 3.890 -3.420
H 1.786 1.504 0.930
H 0.769 2.504 -3.025
H -1.560 1.977 2.159
H -1.694 2.947 0.698
H -0.145 2.864 1.490
H 0.113 -1.984 -2.742
H 0.960 -0.418 -2.941
H 1.661 -1.486 -1.875
H -2.317 -1.832 4.225
H -1.466 -3.286 3.619
H -3.341 -2.831 3.285
H -1.419 -3.514 -1.872
H -0.906 -4.478 -0.518
H 0.234 -3.417 -1.409
*
```

Calculated values
LUMO level: 0.015 hartree
Frontier orbital gap: 0.2848 Ha
HOMO energy: -0.26984 Eh
Molecular weight: 284.1 g mol⁻¹

=====

C2H2AlO2 | ωB97M-V with the def2-TZVPD basis set

```
! wB97M-V def2-TZVPD RIJCOSX def2/J DEFGRID3
* xyz 0 2
H 1.117 0.837 -1.202
C 0.493 0.504 -0.353
C -0.736 0.776 0.039
H -1.311 1.529 -0.506
O 0.980 -0.957 -0.093
O 0.621 -1.538 1.177
Al -1.163 -1.151 0.938
*
```

Calculated values
Energy above the lowest of the compared OMol25 structures with the same formula, charge and spin: 0.00 kcal/mol
LUMO level (alpha / beta): -0.005 / -0.073 hartree
Frontier orbital gap (alpha / beta): 0.2994 / 0.2637 Ha
HOMO energy (alpha / beta): -0.30414 / -0.33670 Eh
Molecular weight: 85.0 g mol⁻¹

=====

C4H5F3O | ωB97M-V with the def2-TZVPD basis set

```
! wB97M-V def2-TZVPD RIJCOSX def2/J DEFGRID3
* xyz 0 1
C -1.367 -0.763 0.084
C -0.548 -0.119 -0.794
C 0.319 0.914 -0.263
C 1.147 1.834 -1.173
O 0.103 1.456 0.935
F 0.408 2.497 -2.016
F 2.065 1.314 -1.950
F 1.716 2.846 -0.529
H -1.969 -1.656 -0.053
H -1.221 -0.285 1.050
H -0.398 -0.367 -1.780
H 2.203 -0.656 0.238
H 0.378 2.384 1.060
*
```

Calculated values
Energy above the lowest of the compared OMol25 structures with the same formula, charge and spin: 89.43 kcal/mol
LUMO level (alpha / beta): -0.016 / -0.020 hartree
Frontier orbital gap (alpha / beta): 0.3571 / 0.2733 Ha
HOMO energy (alpha / beta): -0.37344 / -0.29316 Eh
Molecular weight: 126.1 g mol⁻¹